No. 1
The following is a quantum chemistry calculation of an isolated ion of composition C5H13N4 and charge +1 at a distorted geometry, from OMol25.

Each line ends with the Löwdin charge.
Geometry (Å):
C: 0.795 0.718 0.266  0.017
C: -1.144 -0.350 0.881  -0.044
C: -1.901 0.555 -0.194  -0.384
C: -3.380 0.236 -0.149  -0.035
C: 3.190 0.374 0.385  0.005
N: -1.391 1.553 -0.781  0.177
N: 0.230 -0.461 0.280  -0.218
N: 2.081 0.561 -0.545  -0.039
N: 0.635 -1.581 -0.429  0.090
H: -1.061 0.290 1.820  0.162
H: -1.541 -1.321 1.019  0.096
H: -0.496 1.727 -0.499  -0.044
H: -3.387 -0.934 0.165  0.116
H: -3.803 0.241 -1.221  0.116
H: -3.803 0.837 0.625  0.076
H: 3.038 1.210 1.034  0.100
H: 2.965 -0.595 0.855  0.111
H: 4.063 0.281 -0.206  0.100
H: 1.911 -0.397 -0.992  0.143
H: 2.108 1.219 -1.293  0.164
H: 0.069 -1.745 -1.238  0.119
H: 0.822 -2.415 0.217  0.172

LUMO level ... -3.493 eV
Kohn-Sham gap ... 9.63 eV
Charge ... +1
Energy ... -11345.064 eV

***

No. 2
The following is a quantum chemistry calculation of a 2-piece molecular cluster, C5H13NO overall at a distorted geometry, from OMol25.

Each line ends with the Löwdin charge.
Geometry (Å):
C: 0.422 0.830 -1.253  -0.224
N: 2.610 0.014 0.356  0.054
C: 1.304 -0.299 0.740  -0.416
C: 0.203 0.019 0.035  -0.310
C: -1.222 -0.439 0.224  -0.161
C: 1.188 -0.654 2.233  -0.064
H: 0.743 1.854 -1.063  0.049
H: 1.234 0.370 -1.851  0.045
H: -0.431 0.888 -1.934  0.013
H: 2.682 0.010 -0.661  0.053
H: 3.242 -0.716 0.673  0.071
H: -1.311 -1.422 0.715  0.065
H: -1.807 0.292 0.789  0.057
H: -1.693 -0.528 -0.757  0.023
H: 0.398 -0.146 2.777  0.063
H: 2.048 -0.788 2.869  0.051
H: 0.742 -1.671 2.019  0.081
H: -4.184 0.913 -2.320  -0.034
H: -2.713 1.033 -1.704  -0.067
O: -3.456 0.440 -1.888  -0.349

LUMO level (alpha / beta) ... 3.480 / 3.355 eV
Expectation value of S² ... 0.750
Kohn-Sham gap (alpha / beta) ... 2.39 / 7.91 eV
Charge ... -1
Energy ... -8931.181 eV
Spin multiplicity ... 2

***

No. 3
The following is a quantum chemistry calculation of a 2-piece molecular cluster, C5H13NO overall at a distorted geometry, from OMol25.

Each line ends with the Löwdin charge.
Geometry (Å):
C: 1.200 -1.976 0.360  -0.152
C: -0.295 -1.706 0.030  -0.303
C: -0.693 -1.020 -1.305  -0.249
C: 0.032 0.353 -1.463  -0.318
C: -0.672 2.427 -0.382  -0.287
N: -0.415 1.097 -0.277  -0.227
H: 1.848 -2.217 -0.541  0.066
H: 1.462 -2.805 1.050  0.060
H: 1.549 -0.975 0.597  0.039
H: -0.594 -1.021 0.911  0.098
H: -0.888 -2.688 0.142  0.099
H: -1.803 -0.872 -1.209  0.090
H: -0.728 -1.751 -2.233  0.107
H: 1.116 0.179 -1.192  0.078
H: 0.157 0.918 -2.457  0.098
H: -1.341 3.005 0.287  -0.042
H: -0.747 2.902 -1.432  -0.021
H: 0.897 1.621 2.763  -0.025
H: 0.273 1.096 1.633  -0.020
O: 0.535 0.808 2.524  -0.088

LUMO level (alpha / beta) ... 4.173 / 4.121 eV
Expectation value of S² ... 0.754
Kohn-Sham gap (alpha / beta) ... 4.15 / 7.98 eV
Charge ... -1
Energy ... -8930.638 eV
Spin multiplicity ... 2

***

No. 4
The following is a quantum chemistry calculation of a 2-piece molecular cluster, C5H13NO overall at a distorted geometry, from OMol25.

Each line ends with the Löwdin charge.
Geometry (Å):
C: -1.709 -0.630 0.002  -0.064
C: -0.512 -0.268 -0.880  -0.376
C: 0.396 -1.505 -1.076  -0.142
C: 1.626 -1.264 -0.156  -0.164
C: 1.394 0.107 0.489  -0.206
N: 0.326 0.762 -0.257  -0.070
H: -2.383 -1.317 -0.505  0.078
H: -2.268 0.272 0.283  0.066
H: -1.364 -0.954 0.990  0.084
H: -0.907 0.140 -1.810  0.136
H: -0.060 -2.424 -0.752  0.094
H: 0.698 -1.599 -2.126  0.106
H: 1.631 -2.091 0.558  0.099
H: 2.577 -1.369 -0.687  0.100
H: 2.269 0.756 0.561  0.115
H: 1.058 -0.069 1.517  0.107
H: 0.713 1.378 -0.960  0.122
O: -1.250 2.355 1.459  -0.098
H: -0.525 1.890 0.971  -0.007
H: -1.058 2.268 2.397  0.021

LUMO level ... 0.905 eV
Kohn-Sham gap ... 10.26 eV
Charge ... 0
SMILES ... C[C@@H]1CCCN1.O
Energy ... -8933.399 eV

***

No. 5
The following is a quantum chemistry calculation of an isolated molecule of C5H13NO at a distorted geometry, from OMol25.

Each line ends with the Löwdin charge.
Geometry (Å):
C: -1.747 1.675 -0.509  -0.113
C: -0.237 1.742 -0.337  -0.261
C: 0.351 1.039 0.895  -0.242
N: -0.186 -0.296 1.150  -0.084
C: 0.688 -1.416 0.865  -0.215
C: 1.014 -1.646 -0.637  -0.231
O: 0.423 -2.869 -1.092  -0.095
H: -2.112 0.759 -0.958  0.063
H: -2.294 1.825 0.437  0.083
H: -2.059 2.527 -1.117  0.068
H: 0.058 2.779 -0.253  0.096
H: 0.331 1.377 -1.184  0.089
H: 1.442 1.063 0.826  0.117
H: 0.059 1.615 1.780  0.103
H: -1.087 -0.454 0.718  0.095
H: 1.599 -1.286 1.453  0.108
H: 0.176 -2.348 1.127  0.113
H: 0.437 -0.891 -1.168  0.098
H: 2.088 -1.587 -0.848  0.115
H: 1.056 -3.607 -1.149  0.091

LUMO level ... 0.967 eV
Kohn-Sham gap ... 9.30 eV
Charge ... 0
SMILES ... CCCNCCO
Energy ... -8932.484 eV

***

No. 6
The following is a quantum chemistry calculation of a 2-piece molecular cluster, C5H13NO overall at a distorted geometry, from OMol25.

Each line ends with the Löwdin charge.
Geometry (Å):
C: -1.564 1.643 -0.333  -0.111
C: -1.079 0.197 -0.437  -0.293
C: -1.769 -0.715 -1.586  -0.054
C: -0.362 -0.435 0.547  -0.453
C: 0.653 -1.465 0.334  -0.066
N: -0.510 -0.030 1.870  0.061
H: -2.518 1.706 0.271  0.086
H: -0.802 2.351 0.103  0.078
H: -1.788 1.866 -1.427  0.085
H: -1.822 -1.710 -1.148  0.061
H: -2.786 -0.272 -1.804  0.079
H: -1.185 -0.470 -2.474  0.059
H: 0.412 -2.066 -0.562  0.081
H: 0.692 -2.210 1.064  0.052
H: 1.703 -1.115 0.033  0.106
H: -0.727 1.102 1.861  0.147
H: 0.374 -0.187 2.398  0.085
O: 4.706 0.736 0.399  -0.111
H: 4.488 -0.206 0.647  0.052
H: 3.884 1.279 0.245  0.054

LUMO level ... 0.502 eV
Kohn-Sham gap ... 7.91 eV
Charge ... 0
SMILES ... CC(C)=C(C)N.O
Energy ... -8931.223 eV

***

No. 7
The following is a quantum chemistry calculation of an isolated molecule of C5H13NO at a distorted geometry, from OMol25.

Each line ends with the Löwdin charge.
Geometry (Å):
C: 2.642 0.843 -0.452  -0.122
C: 2.430 0.190 0.885  -0.298
C: 0.974 0.132 1.358  -0.187
C: 0.093 -0.773 0.434  -0.243
N: -0.814 -0.139 -0.480  -0.049
C: -2.194 -0.499 -0.368  -0.330
O: -2.943 0.419 -1.124  -0.037
H: 3.699 0.793 -0.714  0.069
H: 2.328 1.880 -0.608  0.078
H: 2.074 0.329 -1.236  0.064
H: 2.848 -0.827 0.885  0.104
H: 3.054 0.659 1.656  0.102
H: 0.608 1.156 1.273  0.109
H: 0.930 -0.328 2.342  0.098
H: 0.842 -1.434 -0.019  0.111
H: -0.475 -1.447 1.084  0.107
H: -0.541 -0.258 -1.452  0.118
H: -2.434 -1.518 -0.718  0.122
H: -2.524 -0.414 0.673  0.121
H: -3.736 0.094 -1.499  0.061

LUMO level ... 0.974 eV
Kohn-Sham gap ... 9.75 eV
Charge ... 0
SMILES ... CCCCNCO
Energy ... -8932.560 eV

***

No. 8
The following is a quantum chemistry calculation of a 2-piece molecular cluster, C5H13NO overall at a distorted geometry, from OMol25.

Each line ends with the Löwdin charge.
Geometry (Å):
C: -3.098 -0.010 -0.960  -0.119
C: -1.925 -0.497 -0.168  -0.161
C: -0.678 -0.120 -0.407  -0.207
N: 0.403 -0.396 0.444  -0.091
C: 1.545 -1.134 -0.145  -0.263
C: 2.680 -1.239 0.863  -0.089
H: -3.487 -0.808 -1.591  0.066
H: -3.952 0.204 -0.317  0.065
H: -2.902 0.900 -1.532  0.074
H: -2.109 -0.906 0.818  0.099
H: -0.368 0.537 -1.217  0.123
H: 0.111 -0.871 1.291  0.115
H: 1.850 -0.532 -0.992  0.104
H: 1.145 -2.072 -0.559  0.115
H: 3.622 -1.273 0.318  0.070
H: 2.631 -2.188 1.390  0.066
H: 2.649 -0.399 1.547  0.072
O: 0.745 2.885 0.313  -0.070
H: 0.744 2.005 0.709  0.002
H: -0.174 3.145 0.187  0.031

LUMO level ... 1.024 eV
Kohn-Sham gap ... 9.39 eV
Charge ... 0
SMILES ... C/C=C/NCC.O
Energy ... -8932.624 eV

***

No. 9
The following is a quantum chemistry calculation of a 2-piece molecular cluster, C5H13NO overall at a distorted geometry, from OMol25.

Each line ends with the Löwdin charge.
Geometry (Å):
C: -1.367 -0.902 0.722  -0.063
C: -0.776 0.413 0.202  -0.374
C: 0.086 1.207 1.280  -0.149
C: 1.515 0.946 0.878  -0.176
C: 1.416 -0.144 -0.264  -0.181
N: 0.141 0.108 -0.901  -0.070
H: -2.100 -1.298 0.009  0.076
H: -0.573 -1.620 0.884  0.069
H: -1.950 -0.779 1.646  0.079
H: -1.645 1.057 0.043  0.134
H: -0.206 1.062 2.313  0.104
H: -0.174 2.244 1.025  0.101
H: 2.179 0.720 1.711  0.102
H: 1.974 1.800 0.362  0.101
H: 2.290 0.041 -0.878  0.112
H: 1.362 -1.115 0.209  0.101
H: 0.017 0.859 -1.575  0.132
O: -1.094 -1.594 -2.740  -0.090
H: -0.841 -0.954 -2.055  -0.033
H: -0.258 -2.052 -2.869  0.024

LUMO level ... 0.899 eV
Kohn-Sham gap ... 10.33 eV
Charge ... 0
SMILES ... C[C@H]1CCCN1.O
Energy ... -8932.919 eV

***

No. 10
The following is a quantum chemistry calculation of a 2-piece molecular cluster, C5H13NO overall at a distorted geometry, from OMol25.

Each line ends with the Löwdin charge.
Geometry (Å):
C: 0.920 -2.059 -1.019  -0.087
C: 0.732 -1.462 0.401  -0.167
C: 1.323 -0.062 0.443  -0.555
N: 0.744 0.809 1.347  0.137
O: 2.245 0.339 -0.228  0.052
H: -0.077 -2.378 -1.355  0.072
H: 1.653 -2.848 -1.108  0.066
H: 1.296 -1.263 -1.663  0.065
H: -0.324 -1.504 0.681  0.088
H: 1.149 -2.146 1.154  0.116
H: 1.147 1.736 1.353  0.108
H: 0.056 0.610 2.046  0.088
C: -2.086 0.609 -0.061  -0.173
C: -2.991 1.671 -0.771  -0.146
H: -1.201 0.400 -0.655  0.053
H: -1.849 1.038 0.914  0.044
H: -2.648 -0.314 0.142  0.067
H: -2.516 2.634 -0.600  0.058
H: -4.013 1.592 -0.427  0.058
H: -2.862 1.499 -1.838  0.057

LUMO level ... 0.885 eV
Kohn-Sham gap ... 10.84 eV
Charge ... 0
SMILES ... CCC(N)=O.CC
Energy ... -8933.514 eV

***

No. 11
The following is a quantum chemistry calculation of a 3-piece molecular cluster, C5H13NO overall at a distorted geometry, from OMol25.

Each line ends with the Löwdin charge.
Geometry (Å):
C: -0.032 -1.238 0.994  -0.181
N: -1.307 -1.152 1.631  0.002
C: 1.769 1.073 0.860  0.094
C: -0.399 1.109 -1.369  -0.104
C: 0.874 0.376 -1.361  -0.072
C: 1.865 0.580 -0.419  -0.194
H: 0.707 -0.499 1.356  0.032
H: -0.103 -0.978 -0.074  0.059
H: 0.442 -2.233 1.058  0.097
H: -2.012 -0.738 0.985  0.004
H: 2.719 1.107 1.369  0.086
H: 0.781 1.405 1.146  0.085
H: -1.201 0.551 -1.863  0.075
H: -0.311 2.084 -1.877  0.119
H: -0.666 1.333 -0.332  0.080
H: 1.052 -0.259 -2.225  0.124
H: 2.881 0.348 -0.751  0.113
H: -1.533 -1.922 2.235  0.065
H: -2.912 -0.858 -0.939  -0.068
O: -2.614 -0.089 -0.423  -0.414

LUMO level ... -2.385 eV
Kohn-Sham gap ... 5.05 eV
Charge ... 0
Energy ... -8927.421 eV

***

No. 12
The following is a quantum chemistry calculation of a 2-piece molecular cluster, C5H13NO overall at a distorted geometry, from OMol25.

Each line ends with the Löwdin charge.
Geometry (Å):
C: 0.585 2.159 0.998  -0.030
C: -0.064 1.192 1.969  -0.580
N: 0.782 0.195 2.432  0.165
O: -1.232 1.252 2.251  0.057
H: 0.251 3.258 1.065  0.107
H: 0.522 1.803 -0.073  0.089
H: 1.607 2.465 1.031  0.046
H: 0.418 -0.705 2.827  0.139
H: 1.677 0.174 2.339  0.002
C: -1.437 -1.276 -1.892  -0.103
C: 0.025 -1.007 -2.461  -0.288
C: 1.042 -2.166 -2.637  -0.124
H: -1.934 -2.206 -1.970  0.034
H: -2.305 -0.783 -2.354  0.061
H: -1.410 -1.004 -0.806  0.070
H: 0.041 -0.359 -3.315  0.074
H: 0.592 -0.345 -1.729  0.084
H: 0.624 -3.035 -2.112  0.070
H: 1.370 -2.236 -3.647  0.041
H: 2.028 -1.824 -2.147  0.084

LUMO level ... 0.717 eV
Kohn-Sham gap ... 10.80 eV
Charge ... 0
SMILES ... CC(N)=O.CCC
Energy ... -8932.035 eV